Computed, not measured: a structure of composition C27H43N5NiO5PS3, with ωB97M-V/def2-TZVPD.

Computed properties:
E_tot: -4748.99409 hartree
HOMO-LUMO gap (alpha / beta): 7.51 / 7.42 eV
total charge: -1
<S²>: 2.0048
energy above the lowest of the compared OMol25 structures with the same formula, charge and spin: 0.0 kJ/mol
spin multiplicity: 3
LUMO level (alpha / beta): 2.10 / 2.10 eV
largest force on an atom: 0.01429 Eh/bohr

Geometry as XYZ:
```
85
Properties=species:S:1:pos:R:3:lowdin_spin:R:1
Ni 0.65 0.90 -0.60 1.7258
C 1.72 -3.94 -2.00 0.0007
O 1.85 -3.00 -0.93 0.0014
C 1.41 -1.75 -1.08 0.0034
O 1.73 -0.90 -0.26 0.0325
N 0.68 -1.50 -2.19 0.0017
N 0.19 -0.21 -2.39 0.0330
H 2.22 -4.84 -1.66 0.0001
H 2.21 -3.57 -2.90 0.0000
H 0.67 -4.18 -2.19 0.0001
H 0.32 -2.24 -2.76 0.0006
H -0.82 -0.17 -2.23 -0.0001
H 0.51 0.15 -3.27 0.0014
S 0.28 3.43 -1.05 0.0474
C 1.20 3.27 0.37 0.0101
N 1.62 2.09 0.76 0.0290
C 2.35 2.13 1.94 0.0040
C 2.93 1.04 2.57 0.0001
C 3.63 1.25 3.75 0.0000
C 3.75 2.54 4.29 0.0001
C 3.18 3.63 3.66 0.0004
C 2.48 3.42 2.48 0.0019
S 1.66 4.57 1.45 0.0035
H 2.82 0.05 2.14 0.0000
H 4.08 0.41 4.26 0.0000
H 4.30 2.68 5.21 0.0000
H 3.27 4.62 4.08 0.0001
N 2.83 1.21 -2.03 0.0211
C 3.42 0.33 -2.96 0.0008
C 3.45 0.66 -4.31 0.0024
C 3.80 -0.30 -5.26 -0.0003
C 4.14 -1.58 -4.87 0.0022
C 4.19 -1.89 -3.52 -0.0004
C 3.83 -0.95 -2.57 0.0019
S 4.52 -2.86 -6.07 0.0000
O 5.97 -2.87 -6.15 0.0003
O 3.85 -2.42 -7.29 0.0001
O 3.95 -4.06 -5.47 0.0001
H 2.83 2.18 -2.30 -0.0002
H 3.20 1.14 -1.09 0.0001
H 3.14 1.65 -4.63 0.0001
H 3.77 -0.07 -6.32 -0.0001
H 4.48 -2.89 -3.22 -0.0001
H 3.87 -1.19 -1.51 0.0001
C -3.22 2.28 -0.53 0.0000
C -3.74 1.02 0.17 0.0006
C -4.27 0.11 -0.95 0.0001
C -4.91 1.40 1.09 0.0003
P -2.24 0.14 0.97 0.0144
N -1.04 0.17 0.01 0.0531
C -1.88 0.96 2.66 0.0002
C -2.86 0.70 3.81 -0.0001
C -1.79 2.47 2.42 0.0000
C -0.47 0.50 3.09 0.0002
C -2.74 -1.66 1.32 0.0041
C -2.61 -2.44 0.00 0.0000
C -4.12 -1.90 1.93 0.0010
C -1.69 -2.27 2.27 0.0000
H -3.98 2.63 -1.24 0.0001
H -2.30 2.06 -1.08 -0.0001
H -3.01 3.10 0.14 0.0000
H -4.98 0.69 -1.56 0.0000
H -4.80 -0.77 -0.59 0.0000
H -3.45 -0.21 -1.60 0.0000
H -5.71 1.82 0.47 0.0001
H -4.63 2.17 1.80 0.0000
H -5.32 0.56 1.63 0.0000
H -3.88 0.99 3.58 0.0000
H -2.53 1.28 4.68 0.0000
H -2.86 -0.35 4.11 0.0000
H -2.77 2.93 2.28 0.0000
H -1.17 2.70 1.55 0.0000
H -1.34 2.94 3.30 0.0000
H -0.49 -0.42 3.68 0.0000
H -0.02 1.28 3.71 0.0000
H 0.16 0.34 2.23 0.0002
H -3.42 -2.24 -0.70 0.0000
H -2.62 -3.51 0.22 0.0000
H -1.66 -2.18 -0.48 -0.0001
H -4.93 -1.64 1.25 0.0000
H -4.27 -1.36 2.86 0.0000
H -4.23 -2.97 2.16 0.0003
H -0.68 -2.06 1.92 -0.0001
H -1.83 -3.35 2.29 0.0001
H -1.80 -1.91 3.29 0.0000
```